Record 1
10 unconnected molecules or ions with the total composition C12H36N10O19PS, computed with ωB97M-V with the def2-TZVPD basis set.

Values from the calculation:
F_max: 0.64 eV Å⁻¹
E_LUMO: 0.775 eV
Kohn-Sham gap: 0.178 Eh
charge: -1
2S+1: 1

Structure (XYZ):
```
79
Properties=species:S:1:pos:R:3:mulliken_charge:R:1
C -2.908 -3.706 0.148 -1.310
C -2.906 -2.204 -0.138 -0.045
S -4.368 -1.315 0.497 -0.208
C -5.726 -2.540 0.287 -0.429
N -6.930 -1.841 0.561 -0.406
P -8.326 -2.488 0.219 0.179
O -9.116 -3.395 1.126 -0.631
H -3.297 -3.923 1.146 0.392
H -3.551 -4.227 -0.564 0.304
H -1.904 -4.132 0.078 0.357
H -2.886 -2.057 -1.223 0.176
H -2.014 -1.732 0.266 0.153
H -5.660 -2.930 -0.747 0.254
H -5.520 -3.378 0.967 0.251
H -8.180 -3.155 -1.046 -0.008
H -9.161 -1.398 -0.124 -0.018
C 0.949 1.065 0.376 -0.787
N -0.441 0.953 -0.149 0.888
O -1.225 1.833 0.135 -0.541
O -0.685 -0.024 -0.824 -0.449
H 1.013 1.974 0.963 0.306
H 1.138 0.179 0.975 0.321
H 1.621 1.077 -0.476 0.250
C 4.590 3.001 -1.908 -0.758
N 4.390 1.907 -0.917 0.846
O 3.945 0.851 -1.313 -0.528
O 4.676 2.151 0.238 -0.450
H 4.299 2.627 -2.882 0.295
H 3.985 3.843 -1.587 0.276
H 5.643 3.266 -1.872 0.304
C 6.364 1.931 3.227 -0.467
N 7.583 2.673 2.808 0.962
O 8.653 2.109 2.881 -0.534
O 7.426 3.814 2.413 -0.578
H 6.650 0.941 3.560 0.234
H 5.906 2.517 4.020 0.293
H 5.707 1.891 2.361 0.135
C -0.559 -2.326 -4.195 -0.653
N -0.552 -3.495 -3.274 0.960
O -1.052 -4.532 -3.666 -0.561
O -0.038 -3.330 -2.191 -0.523
H -1.065 -2.604 -5.109 0.229
H -1.057 -1.506 -3.683 0.251
H 0.482 -2.071 -4.372 0.297
C -0.663 -5.916 -7.388 -0.760
N -1.178 -4.553 -7.086 0.881
O -2.343 -4.437 -6.789 -0.486
O -0.380 -3.635 -7.155 -0.527
H -1.484 -6.614 -7.282 0.312
H -0.268 -5.891 -8.399 0.292
H 0.135 -6.116 -6.678 0.290
C 5.081 6.022 1.951 -0.659
N 3.787 5.877 1.226 0.881
O 2.935 6.724 1.393 -0.564
O 3.676 4.904 0.511 -0.522
H 5.034 6.923 2.550 0.320
H 5.220 5.128 2.549 0.218
H 5.864 6.067 1.199 0.280
C -11.364 -3.658 2.742 -0.657
N -12.442 -4.211 3.608 0.865
O -13.591 -4.163 3.207 -0.549
O -12.116 -4.688 4.678 -0.545
H -11.813 -3.276 1.836 0.317
H -10.859 -2.879 3.305 0.264
H -10.648 -4.440 2.520 0.292
C -0.352 7.161 1.825 -0.574
N -0.980 8.511 1.866 0.889
O -1.734 8.820 0.969 -0.527
O -0.681 9.222 2.805 -0.535
H -0.712 6.642 0.945 0.296
H 0.722 7.312 1.792 0.200
H -0.636 6.650 2.740 0.280
C 10.040 -1.297 2.428 -0.776
N 8.624 -0.876 2.595 0.901
O 8.004 -0.550 1.606 -0.500
O 8.180 -0.886 3.725 -0.521
H 10.288 -1.234 1.376 0.317
H 10.640 -0.622 3.030 0.283
H 10.119 -2.311 2.808 0.291
```

---

Record 2
6 unconnected molecules or ions with the total composition C12H36N2O5 in a non-equilibrium geometry, computed with ωB97M-V with the def2-TZVPD basis set.

Values from the calculation:
F_max: 3.01 eV Å⁻¹
E_LUMO: -1.266 eV
Kohn-Sham gap: 0.095 Eh
2S+1: 1

Structure (XYZ):
```
55
Properties=species:S:1:pos:R:3:mulliken_charge:R:1
N 20.844 -0.988 13.911 -0.790
H 21.711 -1.499 13.990 0.466
H 20.487 -0.719 14.817 0.415
H 20.169 -1.500 13.362 0.343
H 21.060 -0.220 13.292 0.393
C 16.015 -0.210 19.809 -1.801
C 16.425 -0.299 18.287 1.394
C 15.141 0.030 17.420 -1.024
C 14.759 1.498 17.250 -0.720
C 16.013 2.374 16.773 -1.173
C 17.137 2.237 17.763 1.333
N 17.430 0.809 18.009 0.496
O 18.776 0.538 18.536 -0.865
C 16.736 2.999 19.047 -1.863
C 18.381 3.116 17.311 -1.656
C 16.924 -1.758 17.952 -1.723
H 15.284 0.522 20.151 0.288
H 16.816 -0.412 20.521 0.370
H 15.535 -1.174 19.971 0.568
H 14.330 -0.401 18.008 0.344
H 15.258 -0.477 16.462 0.362
H 14.194 1.813 18.127 0.382
H 13.998 1.505 16.469 0.363
H 15.749 3.429 16.697 0.423
H 16.484 2.147 15.816 0.355
H 15.796 2.797 19.561 0.320
H 16.630 4.078 18.934 0.435
H 17.510 2.791 19.786 0.393
H 19.108 3.270 18.109 0.347
H 18.027 4.080 16.948 0.412
H 18.970 2.691 16.498 0.354
H 16.933 -1.925 16.874 0.333
H 16.291 -2.557 18.336 0.380
H 17.965 -1.922 18.230 0.358
C 23.323 -7.313 12.754 -1.357
C 24.447 -8.365 12.889 0.588
C 23.998 -9.748 13.522 -1.243
O 25.044 -8.610 11.655 -0.540
H 22.567 -7.549 12.006 0.346
H 23.620 -6.312 12.442 0.336
H 22.765 -7.217 13.685 0.347
H 25.107 -7.779 13.529 0.126
H 23.560 -9.498 14.488 0.332
H 24.834 -10.407 13.758 0.383
H 23.230 -10.197 12.892 0.361
H 25.487 -9.462 11.638 0.320
O 18.287 -3.359 11.077 -0.648
H 18.425 -3.411 10.132 0.325
H 18.017 -4.243 11.329 0.326
O 20.921 3.048 10.787 -0.649
H 21.745 3.108 10.302 0.322
H 20.622 3.954 10.865 0.325
O 23.817 -2.936 17.346 -0.670
H 23.336 -2.237 17.790 0.342
H 23.773 -3.678 17.949 0.319
```

---

Record 3
6 unconnected molecules or ions with the total composition C12H36O12 in a non-equilibrium geometry, computed with ωB97M-V with the def2-TZVPD basis set.

Values from the calculation:
F_max: 1.75 eV Å⁻¹
E_LUMO: 0.321 eV
SMILES: OCCO.OCCO.OCCO.OCCO.OCCO.OCCO
Kohn-Sham gap: 0.368 Eh
2S+1: 1

Structure (XYZ):
```
60
Properties=species:S:1:pos:R:3:mulliken_charge:R:1
O 2.539 -2.827 -0.599 -0.581
C 2.490 -3.510 0.618 0.139
C 1.658 -4.773 0.509 -0.505
O 1.913 -5.476 -0.704 -0.539
H 2.330 -1.885 -0.558 0.482
H 3.457 -3.739 1.078 0.295
H 2.054 -2.825 1.362 -0.019
H 0.580 -4.578 0.571 0.226
H 1.860 -5.513 1.283 0.315
H 1.707 -4.895 -1.444 0.296
O 2.938 0.833 -4.011 -0.523
C 1.684 0.905 -4.689 -0.270
C 1.150 -0.481 -4.927 -0.584
O 1.002 -1.202 -3.721 -0.609
H 3.435 1.627 -4.216 0.300
H 0.924 1.407 -4.070 0.142
H 1.820 1.488 -5.601 0.485
H 1.773 -1.052 -5.628 0.373
H 0.224 -0.357 -5.497 0.370
H 1.841 -1.123 -3.243 0.301
O -1.166 -0.471 -2.108 -0.253
C -2.406 -0.731 -2.766 -0.428
C -2.810 0.484 -3.604 -0.360
O -4.000 0.206 -4.369 -0.544
H -0.474 -0.576 -2.792 0.156
H -2.232 -1.570 -3.439 0.220
H -3.212 -0.880 -2.052 0.424
H -2.010 0.786 -4.281 0.211
H -3.036 1.347 -2.970 0.274
H -4.702 0.230 -3.709 0.330
O -0.782 0.523 0.734 -0.384
C 0.238 -0.421 0.994 0.112
C 1.641 0.156 0.740 -0.345
O 2.089 0.004 -0.589 -0.627
H -1.140 0.456 -0.155 0.222
H 0.210 -0.582 2.074 -0.233
H -0.005 -1.391 0.555 0.306
H 2.257 -0.260 1.544 0.225
H 1.648 1.209 1.033 0.269
H 1.387 0.269 -1.191 0.255
O -4.707 3.232 3.606 -0.507
C -3.794 3.710 2.641 -0.693
C -3.048 2.577 1.956 -0.046
O -2.089 2.047 2.867 -0.538
H -5.559 3.049 3.207 0.299
H -4.326 4.291 1.876 0.331
H -3.080 4.384 3.115 0.305
H -2.555 2.871 1.028 0.281
H -3.831 1.837 1.741 0.191
H -1.440 1.600 2.301 0.363
O 2.684 -0.340 4.909 -0.567
C 1.344 0.121 4.844 -0.050
C 1.233 1.616 4.708 -0.304
O 1.663 1.985 3.406 -0.390
H 3.104 -0.068 4.083 0.345
H 0.766 -0.342 4.033 -0.198
H 0.836 -0.288 5.718 0.400
H 1.919 2.048 5.446 0.310
H 0.218 1.919 4.980 0.307
H 1.790 2.936 3.372 0.240
```

---

Record 4
6 unconnected molecules or ions with the total composition C12H36O12 in a non-equilibrium geometry, computed with ωB97M-V with the def2-TZVPD basis set.

Values from the calculation:
F_max: 3.05 eV Å⁻¹
E_LUMO (spin up / spin down): -2.855 / -9.828 eV
Kohn-Sham gap (spin up / spin down): 0.335 / 0.079 Eh
charge: +1
2S+1: 2

Structure (XYZ):
```
60
Properties=species:S:1:pos:R:3:mulliken_spin:R:1
C 4.791 0.265 -2.050 0.000
C 4.096 1.562 -2.244 0.000
O 4.068 1.870 -3.618 0.000
O 6.181 0.414 -2.050 0.000
H 4.505 -0.427 -2.842 0.000
H 4.480 -0.079 -1.064 0.000
H 4.532 2.460 -1.807 0.000
H 3.048 1.474 -1.955 0.000
H 4.929 1.779 -4.031 0.000
H 6.506 0.728 -2.896 0.000
C -3.724 -0.774 0.237 0.000
C -4.089 -0.669 1.722 0.002
O -5.242 0.132 2.060 0.016
O -4.634 -1.707 -0.384 0.001
H -2.689 -1.115 0.262 0.000
H -3.789 0.243 -0.150 0.000
H -3.302 -0.130 2.247 0.001
H -4.133 -1.668 2.156 0.003
H -5.199 0.306 3.003 -0.001
H -4.314 -2.553 -0.060 0.000
C 0.137 -0.704 -3.847 0.000
C -1.183 -0.765 -2.979 0.000
O -1.481 0.543 -2.506 0.000
O 0.411 -2.006 -4.404 0.000
H 0.980 -0.271 -3.309 0.000
H -0.085 -0.072 -4.707 0.000
H -1.044 -1.542 -2.227 0.000
H -1.960 -1.209 -3.601 0.000
H -1.686 1.034 -3.305 0.000
H 1.290 -2.239 -4.098 0.000
C -2.807 3.364 2.368 0.046
C -3.306 4.513 3.247 0.006
O -4.290 5.294 2.630 0.159
O -1.795 3.932 1.496 0.631
H -3.553 2.860 1.754 0.047
H -2.171 2.661 2.907 0.087
H -2.521 5.175 3.613 0.015
H -3.732 4.188 4.196 0.002
H -3.797 5.672 1.898 -0.004
H -1.506 3.171 0.986 -0.012
C 2.715 -3.232 2.482 0.000
C 1.546 -3.873 1.663 0.000
O 1.894 -3.559 0.329 0.000
O 3.911 -3.835 2.221 0.000
H 2.502 -3.319 3.547 0.000
H 2.874 -2.198 2.174 0.000
H 0.599 -3.372 1.865 0.000
H 1.488 -4.946 1.845 0.000
H 2.636 -4.137 0.137 0.000
H 3.831 -4.724 2.573 0.000
C 0.407 1.104 0.616 0.000
C 0.619 -0.422 0.836 0.000
O 0.628 -1.137 -0.403 0.000
O -0.817 1.491 0.110 0.003
H 1.150 1.372 -0.135 0.000
H 0.544 1.726 1.501 0.000
H -0.147 -0.880 1.462 0.000
H 1.556 -0.671 1.335 -0.001
H 1.091 -1.955 -0.208 0.000
H -0.947 0.856 -0.599 -0.001
```

---

Energy above the lowest of the compared OMol25 structures with the same formula, charge and spin across the listed records, respectively: 0.0 141.2 18.7 25.1 kcal/mol.